(1)
The following is a quantum chemistry calculation of the molecule C3H7NO4, from the OMol25 dataset.

XYZ file:
```
15
Properties=species:S:1:pos:R:3:forces:R:3
C 0.198731 -0.206431 0.373842 1.3 3.5 -2.8
C 1.648404 -0.570210 0.086909 -0.6 0.1 0.2
C -0.309156 1.131660 -0.248545 -0.8 -1.8 -2.6
N -1.612985 -1.322242 -0.781944 0.0 0.4 -0.2
O 0.129631 0.688732 1.578187 -1.6 -4.4 2.2
O -0.644318 -1.293742 0.303270 0.0 0.3 1.3
O 0.689810 1.922464 -0.655512 0.2 0.2 0.3
O -1.485189 1.380399 -0.432360 0.5 0.4 0.3
H 0.314760 2.744507 -1.010469 -0.1 -0.2 0.2
H -0.529387 0.003215 1.944917 0.7 2.2 0.8
H -2.232696 -2.071411 -0.476825 0.2 0.2 0.1
H -2.130120 -0.434462 -0.726512 0.1 -0.3 0.2
H 1.896379 -1.450501 0.670219 0.1 -0.2 0.0
H 1.760694 -0.774457 -0.974223 0.0 -0.2 -0.1
H 2.305440 0.252482 0.349048 0.0 0.0 0.1
```
Positions in Å, forces in eV/Å.

Computed properties:
Spin multiplicity = 1
ΔE to the lowest compared entry with this formula, charge and spin = 412.8 kJ/mol
HOMO energy = -9.68 eV
Orbital gap = 10.42 eV

=====

(2)
The following is a quantum chemistry calculation of a structure of composition C3H7NO4, from the OMol25 dataset.

XYZ file:
```
15
Properties=species:S:1:pos:R:3:forces:R:3
C -1.431574 -1.540233 0.117780 0.3 -0.1 0.0
C -0.333423 1.015965 -0.032097 0.5 1.0 0.9
O -0.951190 -0.563529 -0.783859 1.1 -0.8 -0.5
N -0.909356 1.176084 1.098146 0.7 0.0 -0.1
H -1.310455 2.101624 1.232444 -0.3 -0.2 -0.3
H -0.453315 1.696070 -0.878795 -0.1 -0.1 -0.1
H -1.212433 -2.524316 -0.302064 0.0 0.1 0.0
H -2.517681 -1.431544 0.183260 0.1 0.1 0.0
H -0.966974 -1.430461 1.098638 -0.1 0.1 0.0
C 1.120557 0.305959 -0.185684 -0.4 0.5 0.5
O 1.963567 1.182554 -0.903824 -0.1 -0.3 0.1
O 1.651011 0.104952 1.079618 -0.1 0.1 -0.3
O 0.843513 -0.814518 -0.856528 -1.5 -0.2 -0.3
H 2.561563 -0.199143 0.965894 0.0 0.1 0.0
H 1.946189 0.920536 -1.832929 -0.1 0.0 0.1
```
Positions in Å, forces in eV/Å.

Computed properties:
Spin multiplicity = 1
ΔE to the lowest compared entry with this formula, charge and spin = 721.3 kJ/mol
HOMO energy (spin up / spin down) = -8.88 / -9.26 eV
Orbital gap (spin up / spin down) = 6.58 / 7.75 eV

=====

(3)
The following is a quantum chemistry calculation of a cluster of 2 separate species, C3H7NO4S2 in total, from the OMol25 dataset.

XYZ file:
```
17
Properties=species:S:1:pos:R:3:forces:R:3
C -2.710417 -0.533166 0.265758 -0.2 1.0 -0.1
C -1.672901 -1.268734 0.603100 0.4 -0.4 0.1
C 2.226350 -0.515160 -1.185171 0.2 0.6 0.8
N 1.268947 1.332875 0.668953 0.6 0.1 -0.3
O -3.557744 1.740857 1.162789 0.2 0.0 0.0
O -3.346078 1.477291 -1.285192 0.2 0.0 0.1
O 3.515654 1.605597 -0.342436 -0.2 -0.1 0.0
O 3.208246 -0.256941 1.242109 -0.3 0.1 -0.3
S -2.639839 1.352299 0.035869 -0.8 -1.0 0.1
S 2.581817 0.640428 0.244617 0.4 -0.4 -0.2
H -3.704170 -0.953346 0.146127 -0.2 0.1 -0.1
H -1.722477 -2.342808 0.785719 -0.1 0.1 -0.1
H -0.696626 -0.823996 0.714395 0.2 0.1 0.0
H 0.753155 0.699351 1.257352 -0.2 -0.2 0.3
H 2.137672 -1.519665 -0.790843 -0.1 -0.2 0.1
H 1.302229 -0.192553 -1.645758 -0.2 0.1 -0.1
H 3.056188 -0.442329 -1.877387 0.2 0.0 -0.1
```
Positions in Å, forces in eV/Å.

Computed properties:
Spin multiplicity = 1
Charge = -2
HOMO energy = -0.79 eV
Orbital gap = 6.79 eV

=====

Result set for E: -12901.70854 -12898.51067 -34573.39075 eV, one per record in the order listed.